[1]
The following is a quantum chemistry calculation of 2 unconnected molecules or ions with the total composition C15H30ClFN2O5P in a non-equilibrium geometry, from the Open Molecules 2025 dataset.

## Properties
**Kohn-Sham gap**: 9.265 eV
**M**: 403.84 g/mol
**Calculated total energy**: -53783.1216 eV
**Maximum force**: 1.6 eV/A
**Charge**: +1
**LUMO energy**: -2.69 eV

The geometry in XYZ format:
```
55
Properties=species:S:1:pos:R:3:forces:R:3:nbo_charge:R:1
C 2.60427 -0.71492 1.24917 0.1 0.2 0.0 -0.63
C 1.11149 -0.51127 1.35787 -0.2 0.0 -0.1 -0.07
O 0.52504 -1.78609 1.72043 -0.3 0.3 0.1 -0.81
P -0.99980 -2.12949 1.44408 0.6 -0.6 -1.3 2.35
C -1.91176 -1.26506 2.77442 -0.7 -0.6 0.5 -0.25
C -3.34453 -1.01992 2.33986 -0.9 0.4 0.2 0.77
O -4.24850 -1.73250 2.72260 0.6 0.4 -0.6 -0.58
O -3.43835 0.06676 1.55765 0.2 -1.0 -0.1 -0.50
C -4.56290 0.15578 0.62695 -0.4 0.3 0.5 -0.06
C -4.79607 -1.06856 -0.21330 0.2 -0.4 -0.2 -0.65
O -1.54206 -1.86075 0.09128 0.4 -0.1 1.1 -1.07
O -0.92752 -3.65355 1.89394 -0.3 0.5 0.1 -0.82
C -1.83046 -4.64914 1.34925 0.0 0.0 -0.3 -0.07
C -1.26281 -6.00357 1.69997 0.1 0.0 -0.1 -0.63
H 3.01369 0.06262 0.59856 0.1 -0.1 0.1 0.22
H 3.07149 -0.61831 2.23391 0.0 -0.1 -0.2 0.20
H 2.83845 -1.70298 0.83813 -0.1 0.3 0.0 0.23
H 0.87868 0.21134 2.15077 0.0 -0.1 -0.3 0.18
H 0.66852 -0.16468 0.41305 0.1 -0.2 0.2 0.20
H -1.93020 -1.90210 3.66536 0.0 0.0 -0.2 0.21
H -5.46175 0.38988 1.20833 0.2 0.1 0.0 0.19
H -4.30153 1.00053 -0.01396 -0.1 0.0 0.3 0.20
H -5.77393 -0.96668 -0.68619 0.0 0.0 0.0 0.22
H -4.04149 -1.16296 -0.99787 0.0 -0.1 0.2 0.23
H -4.81857 -1.97678 0.39257 0.0 0.1 -0.1 0.23
H -2.83241 -4.50601 1.77321 0.2 0.1 0.0 0.19
H -1.86974 -4.51211 0.25982 -0.1 0.0 0.3 0.20
H -2.02548 -6.76096 1.51745 0.1 -0.1 0.1 0.22
H -0.39860 -6.22414 1.06672 -0.1 0.0 0.2 0.22
H -0.94498 -6.03476 2.74743 -0.2 0.0 -0.2 0.22
Cl 2.38133 3.26939 10.82380 0.2 -0.6 -0.2 0.01
C 3.01140 1.65594 10.37046 -0.2 0.5 0.4 -0.20
N 2.13871 0.97141 9.38179 -0.4 -0.5 -0.6 -0.22
C 0.73672 0.67633 9.93164 0.9 0.7 0.7 -0.24
C -0.06977 -0.03831 8.88003 -0.2 -0.6 -1.4 -0.27
N 0.74370 -0.31856 7.66592 0.5 0.4 0.4 -0.37
F -1.31936 -0.08226 3.11665 0.6 0.7 0.0 -0.34
C 1.94482 -1.11445 8.04544 -1.2 0.1 -0.8 -0.27
C 2.77941 -0.37654 9.06906 0.6 0.5 0.7 -0.24
C 1.18924 0.98079 7.08248 -0.8 -1.3 -0.2 -0.27
C 2.02612 1.76267 8.06146 0.6 0.4 1.2 -0.24
H 4.00108 1.79006 9.92541 -0.2 -0.1 0.1 0.24
H 3.05633 1.04122 11.27922 0.0 0.2 -0.4 0.24
H 0.87744 0.05543 10.82484 0.1 0.3 -0.1 0.23
H 0.30977 1.63645 10.22374 0.1 -0.1 0.0 0.25
H -0.43204 -0.99812 9.27019 -0.1 0.3 -0.2 0.23
H -0.92154 0.58076 8.56657 0.2 -0.3 0.1 0.23
H 1.60272 -2.06953 8.46053 0.1 0.2 -0.3 0.23
H 2.53446 -1.29127 7.13709 -0.2 -0.1 0.2 0.23
H 3.79011 -0.16370 8.70201 -0.2 0.0 0.2 0.23
H 2.84212 -0.92598 10.01993 0.1 0.3 -0.2 0.23
H 1.76914 0.76513 6.17975 -0.2 0.1 0.1 0.23
H 0.29331 1.54770 6.81405 0.2 -0.1 -0.1 0.23
H 1.58936 2.72941 8.32531 0.2 -0.2 0.0 0.25
H 3.05111 1.90510 7.70499 -0.1 0.1 0.2 0.23
```
Forces are in eV/Å.

---

[2]
The following is a quantum chemistry calculation of a molecular structure, C15H30ClHfNOP2 in a non-equilibrium geometry, from the Open Molecules 2025 dataset.

## Properties
**Kohn-Sham gap (alpha / beta)**: 4.225 / 4.539 eV
**M**: 516.30 g/mol
**Calculated total energy**: -51984.5773 eV
**Maximum force**: 4.5 eV/A
**LUMO energy (alpha / beta)**: 0.34 / 0.37 eV

The geometry in XYZ format:
```
51
Properties=species:S:1:pos:R:3:forces:R:3:nbo_charge:R:1
Hf -1.49068 -1.03776 0.75842 3.6 0.5 -2.6 1.73
P 3.59117 -0.47224 -0.65370 -0.1 0.3 0.9 1.24
P -3.24824 0.54241 1.76612 -1.1 1.1 0.2 0.77
N -1.56990 -0.53732 -1.10676 -0.5 -0.1 2.6 -1.07
H 3.46193 -0.35109 0.77239 -0.7 -0.1 -0.6 0.09
C 3.92260 -2.19167 -1.06772 0.1 -0.5 0.0 -0.96
H 4.93837 -2.26356 -1.47965 -0.3 -0.1 0.1 0.25
H 3.19940 -2.54760 -1.81396 0.2 0.0 0.2 0.26
H 3.85562 -2.81527 -0.16740 0.0 0.2 -0.3 0.27
C 4.97349 0.52738 -1.21794 0.5 0.3 -0.6 -0.99
H 5.75677 -0.12780 -1.62019 -0.1 0.3 0.1 0.25
H 5.37265 1.09371 -0.36700 -0.1 -0.1 -0.3 0.26
H 4.63688 1.22512 -1.99546 0.3 -0.1 0.1 0.25
C 2.09194 0.06340 -1.48896 -0.2 0.3 -0.1 -0.98
H 2.25660 1.04162 -1.96256 -0.1 -0.3 0.1 0.25
H 1.26157 0.14392 -0.77669 0.2 -0.2 0.0 0.31
H 1.80648 -0.66436 -2.26119 0.1 0.2 0.2 0.27
C -4.78259 -0.28906 2.30285 -0.2 -0.5 0.1 -0.92
H -5.63332 0.08339 1.71980 0.2 -0.1 0.2 0.24
H -4.95075 -0.09667 3.36913 -0.1 -0.1 -0.3 0.24
H -4.68258 -1.36998 2.14431 -0.2 0.2 0.1 0.26
C -2.87054 1.63559 3.17382 0.4 0.2 0.5 -0.93
H -3.57551 1.44626 3.99309 0.2 0.2 -0.2 0.24
H -2.93316 2.68562 2.86231 0.0 -0.3 0.2 0.24
H -1.85158 1.42838 3.52587 -0.3 0.2 0.0 0.26
C -3.84941 1.71309 0.49727 0.0 0.3 -0.5 -0.92
H -4.92977 1.58298 0.36040 0.3 0.1 0.0 0.24
H -3.34212 1.52441 -0.45695 -0.2 0.0 0.2 0.28
H -3.63774 2.73962 0.81994 -0.1 -0.2 -0.2 0.23
C -1.53245 -0.16420 -2.38584 0.2 0.3 -1.2 0.16
C -1.63664 -0.73268 -4.76330 0.1 0.4 0.1 -0.22
C -1.70661 -1.12182 -3.43440 0.1 0.5 0.3 -0.23
C -1.29381 1.20086 -2.75182 -0.1 -0.7 0.1 -0.30
C -1.23615 1.57159 -4.08698 -0.1 -0.3 -0.2 -0.20
C -1.40196 0.61300 -5.09890 0.0 0.0 0.0 -0.30
H -1.76644 -1.47853 -5.54860 0.0 0.2 0.1 0.20
H -1.88760 -2.15648 -3.13596 0.0 0.3 -0.2 0.21
H -1.15355 1.92043 -1.94009 0.0 -0.2 -0.3 0.20
H -1.06011 2.61823 -4.34457 0.0 -0.3 0.0 0.20
H -1.34856 0.91192 -6.14687 0.0 -0.1 0.3 0.20
C 1.64412 -0.58503 1.74322 2.9 0.3 -0.6 -0.03
O 0.43020 -0.76280 1.27996 -3.6 -0.3 0.1 -0.85
C 2.30131 -1.79205 2.30955 -0.3 0.3 0.4 -0.64
H 1.68735 -2.24278 3.10802 0.0 -0.3 0.2 0.17
H 3.27617 -1.53727 2.74723 -0.1 -0.1 -0.1 0.19
H 2.44107 -2.55585 1.53048 0.0 -0.2 0.3 0.18
C 1.96557 0.78638 2.22448 0.0 -0.6 -0.1 -0.65
H 1.25380 1.12028 2.99882 -0.3 0.3 0.2 0.17
H 1.91842 1.50758 1.39535 0.0 0.3 0.1 0.18
H 2.97046 0.81639 2.66805 -0.2 0.1 -0.1 0.20
Cl -2.30536 -3.18899 0.93606 -0.7 -1.5 0.3 -0.52
```
Forces are in eV/Å.

---

[3]
The following is a quantum chemistry calculation of a molecular structure, C15H30ClNO21PS5 in a non-equilibrium geometry, from the Open Molecules 2025 dataset.

## Properties
**Kohn-Sham gap**: 4.976 eV
**M**: 787.15 g/mol
**Calculated total energy**: -136497.0908 eV
**Maximum force**: 11.1 eV/A
**Charge**: +1
**LUMO energy**: -5.22 eV

The geometry in XYZ format:
```
74
Properties=species:S:1:pos:R:3:forces:R:3:lowdin_charge:R:1
C 2.81202 7.69847 5.37262 -1.1 1.1 1.5 -0.03
N 2.99543 7.40670 3.91043 2.1 -2.4 -3.1 -0.12
C 3.44812 6.29196 3.27447 -1.7 0.8 -0.7 -0.28
P 3.99863 4.73547 4.27879 1.5 -1.0 0.4 0.68
O 4.99228 3.74601 3.23955 -1.5 2.0 1.2 -0.36
Cl 2.16361 3.70715 4.66131 1.5 0.9 -0.9 0.25
C 3.44580 6.39124 1.62820 1.6 2.0 0.5 -0.09
C 3.36656 8.03147 1.39618 -0.8 -1.3 0.8 -0.13
C 2.61737 8.37658 2.78916 -3.1 1.0 -1.4 -0.13
H 2.03933 6.98606 5.89472 1.7 1.1 -1.3 0.12
H 3.80127 7.73951 5.98453 -1.6 -0.3 -1.5 0.13
H 2.32421 8.76725 5.43854 1.1 -2.1 -0.3 0.12
H 5.92957 3.80343 3.57245 -1.3 0.0 -0.2 0.07
H 2.58541 5.80677 1.08868 1.8 0.8 1.4 0.15
H 4.54143 6.19106 1.24790 -2.4 -0.7 0.8 0.14
H 4.44078 8.40975 1.19693 -2.0 -0.3 0.7 0.13
H 2.66268 8.30217 0.50188 1.4 -0.5 1.8 0.14
H 2.41295 9.48203 3.07597 1.2 -2.0 0.0 0.15
H 1.52168 8.00335 2.56341 1.9 0.8 0.3 0.16
C -0.26859 3.16224 2.09871 -0.2 -0.4 0.1 -0.19
C 0.33739 2.29572 0.99911 0.2 0.6 0.1 -0.15
O -0.62776 2.29417 -0.05290 -1.2 7.5 3.6 -0.31
S -1.40932 3.72526 -0.05312 -0.6 -0.5 0.8 0.73
O -0.79472 4.57418 -1.04034 -0.8 -0.4 0.8 -0.23
O -2.82450 3.47023 -0.01463 7.8 0.7 7.8 -0.27
O -0.92690 4.23108 1.42259 0.8 0.5 0.0 -0.21
H -1.01886 2.60643 2.66971 0.1 0.0 0.0 0.14
H 0.48941 3.55380 2.78019 -0.2 0.1 -0.3 0.03
H 0.54004 1.27757 1.33615 -0.2 0.1 -0.1 0.13
H 1.25938 2.74071 0.61057 0.1 -0.1 0.1 0.14
C -0.39207 -2.40434 0.20932 -0.7 -0.5 -0.1 -0.16
C -0.08924 -2.73559 -1.24695 0.4 -0.5 0.2 -0.18
O -0.09608 -1.47979 -1.92344 0.1 0.4 0.6 -0.19
S 0.43140 -0.32456 -0.90290 -0.5 -0.5 -0.8 0.71
O 1.82957 -0.10115 -1.15977 -1.2 0.2 0.5 -0.22
O -0.53859 0.74050 -0.87424 2.1 -7.8 -3.5 -0.22
O 0.29967 -1.18297 0.47298 0.5 0.4 -0.7 -0.20
H -1.46158 -2.22940 0.35998 0.1 -0.1 0.0 0.14
H -0.05363 -3.18861 0.88958 0.1 0.3 0.0 0.14
H -0.82723 -3.41175 -1.68217 0.0 0.3 0.0 0.14
H 0.90969 -3.17092 -1.35272 -0.1 -0.1 0.1 0.13
C -6.40500 3.18940 -3.67647 -0.6 0.1 -0.1 -0.18
C -6.29469 4.60568 -3.12312 0.3 0.1 -0.6 -0.18
O -6.00342 4.44217 -1.73588 -0.1 -0.9 0.3 -0.19
S -5.11967 3.08964 -1.53571 0.6 0.4 -0.8 0.71
O -3.73042 3.46507 -1.45828 -7.6 -1.0 -8.0 -0.28
O -5.76146 2.27031 -0.54515 0.9 0.8 -0.7 -0.22
O -5.39430 2.43925 -3.00478 0.0 0.3 0.4 -0.19
H -7.37585 2.74624 -3.43441 0.0 0.1 -0.1 0.13
H -6.25005 3.15517 -4.75691 0.2 -0.1 0.2 0.14
H -7.21411 5.17790 -3.25866 0.1 -0.1 0.3 0.14
H -5.45995 5.14476 -3.58226 -0.1 0.0 0.0 0.13
C 1.44671 -5.32453 -4.22586 0.4 0.6 0.1 -0.17
C 2.79711 -5.97445 -3.95264 0.0 -0.1 -0.8 -0.17
O 2.62560 -6.68731 -2.72855 -1.1 0.0 0.4 -0.19
S 1.08939 -7.21384 -2.63297 0.3 0.0 -0.5 0.66
O 1.05562 -8.58243 -3.07198 -0.3 1.3 0.7 -0.22
O 0.53735 -6.78074 -1.37816 0.5 -0.7 -0.9 -0.24
O 0.47361 -6.28589 -3.81806 0.4 -0.8 0.6 -0.19
H 1.31183 -4.42446 -3.61826 0.1 0.0 -0.1 0.12
H 1.31563 -5.07307 -5.28030 -0.2 -0.2 0.2 0.14
H 3.60103 -5.24190 -3.86275 -0.1 -0.2 0.3 0.14
H 3.05119 -6.69900 -4.73263 0.0 0.1 0.0 0.14
C -0.45929 -9.62505 0.86360 0.6 0.1 -0.3 -0.17
C -0.77288 -10.04543 -0.56667 -0.2 0.7 -0.1 -0.18
O -1.04727 -11.44345 -0.49207 0.0 -0.3 1.0 -0.19
S -1.72996 -11.77279 0.94774 -0.1 -0.2 -0.1 0.66
O -3.15592 -11.82044 0.76903 1.4 -0.1 0.4 -0.23
O -0.98505 -12.83017 1.57233 -0.9 0.9 -0.7 -0.23
O -1.35790 -10.37074 1.68419 -0.5 -0.6 -0.5 -0.19
H 0.56299 -9.90031 1.14044 0.0 0.1 -0.1 0.13
H -0.60096 -8.55354 1.01909 -0.2 -0.2 0.1 0.13
H 0.05636 -9.85137 -1.24874 -0.1 -0.3 0.1 0.11
H -1.67287 -9.54396 -0.93659 0.1 0.1 0.0 0.14
```
Forces are in eV/Å.

---

[4]
The following is a quantum chemistry calculation of 3 unconnected molecules or ions with the total composition C15H31BrN3O6, from the Open Molecules 2025 dataset.

## Properties
**Kohn-Sham gap**: 5.420 eV
**M**: 429.33 g/mol
**Calculated total energy**: -102855.1000 eV
**Maximum force**: 0.6 eV/A
**Charge**: -1
**LUMO energy**: 2.33 eV

The geometry in XYZ format:
```
56
Properties=species:S:1:pos:R:3:forces:R:3:nbo_charge:R:1
C 0.96211 -0.81870 -0.60215 0.0 0.0 0.0 -0.64
C 2.21486 -0.53534 0.21034 -0.2 -0.2 -0.1 -0.05
O 2.84197 0.66893 -0.19482 0.2 0.0 0.0 -0.55
C 2.87001 1.70029 0.77680 0.0 0.0 0.0 -0.06
C 1.53435 2.41327 0.85092 0.0 0.0 -0.1 -0.09
O 1.62626 3.39866 1.85302 -0.1 0.0 0.1 -0.55
C 0.50396 4.27831 1.89133 0.0 0.0 0.0 -0.07
C -0.82796 3.55031 1.84171 0.1 0.1 -0.4 -0.11
O -1.83307 4.48550 2.10514 0.0 0.0 0.5 -0.56
C -3.14437 3.91723 1.93102 0.1 -0.1 0.0 0.10
N -3.59844 4.02861 0.60220 0.0 -0.1 -0.1 -0.77
C -4.51903 3.04660 0.30683 -0.1 0.3 0.1 -0.31
C -4.04394 1.58535 -0.08439 0.0 0.2 0.2 0.57
O -4.63249 0.57260 -0.00742 -0.4 -0.4 0.0 -0.57
Br -2.17856 1.50261 -0.85396 0.3 0.0 -0.3 -0.22
H 0.14314 -0.14724 -0.33727 0.1 0.0 -0.1 0.23
H 1.16836 -0.70644 -1.66886 0.0 0.0 0.0 0.21
H 0.62871 -1.84596 -0.42636 0.0 0.1 0.0 0.21
H 1.97167 -0.50812 1.27944 0.1 0.0 -0.1 0.17
H 2.93211 -1.35461 0.06539 0.0 0.1 0.1 0.15
H 3.12686 1.29859 1.76648 0.0 0.0 -0.1 0.16
H 3.66155 2.39236 0.48122 -0.1 0.0 0.0 0.18
H 0.74736 1.68227 1.08079 0.0 0.1 0.0 0.17
H 1.29792 2.85501 -0.12852 0.0 0.0 0.1 0.17
H 0.56248 4.82672 2.83331 0.1 0.0 0.0 0.18
H 0.57604 5.00551 1.07100 -0.1 -0.1 0.0 0.16
H -0.99538 3.10439 0.85326 0.1 0.1 0.2 0.20
H -0.82306 2.73974 2.59356 0.0 0.1 0.0 0.14
H -3.75328 4.45563 2.68963 0.0 0.0 -0.1 0.12
H -3.08390 2.85482 2.28198 0.0 0.1 0.1 0.08
H -5.12986 3.30161 -0.57762 0.1 -0.1 0.0 0.20
H -5.24367 2.76640 1.10711 0.0 0.0 -0.1 0.16
C -3.79610 -2.68066 -0.29659 0.1 0.0 0.1 -0.73
C -4.29698 -3.86796 0.48518 0.0 0.0 0.0 0.68
O -3.57117 -4.56165 1.17874 0.0 0.0 0.0 -0.64
N -5.62919 -4.15146 0.38929 0.0 0.0 0.0 -0.62
C -6.64001 -3.42831 -0.35060 0.0 0.0 0.0 -0.41
H -2.73285 -2.56625 -0.10800 0.0 0.0 0.0 0.25
H -3.95433 -2.82651 -1.36649 0.0 0.0 0.0 0.22
H -4.30067 -1.76039 -0.00402 0.0 0.0 0.0 0.26
H -5.91083 -4.95548 0.92702 0.0 0.0 0.0 0.39
H -7.41698 -3.04537 0.31410 0.0 0.0 0.0 0.19
H -7.11202 -4.06554 -1.10216 0.0 0.0 0.0 0.18
H -6.19089 -2.57980 -0.85670 0.0 0.0 0.0 0.22
C 7.82462 -2.51150 -2.10075 0.0 0.0 0.0 -0.72
C 6.66618 -2.67286 -1.13808 0.0 0.0 -0.1 0.67
O 6.81231 -3.20211 -0.04941 0.0 0.0 0.0 -0.63
N 5.45749 -2.20436 -1.53967 -0.1 -0.1 0.0 -0.61
C 5.10883 -1.54927 -2.78250 0.0 0.1 0.1 -0.41
H 8.70634 -2.93479 -1.62955 0.0 0.0 0.0 0.24
H 7.63253 -3.03240 -3.03968 0.0 0.0 0.0 0.22
H 8.00617 -1.45973 -2.32528 0.0 0.0 0.0 0.22
H 4.72285 -2.33051 -0.86044 0.0 0.0 0.0 0.40
H 4.71853 -0.54756 -2.59468 0.0 0.0 0.0 0.21
H 4.34851 -2.11630 -3.32271 0.0 0.0 0.0 0.20
H 5.98491 -1.46412 -3.41814 0.0 0.0 0.0 0.20
```
Forces are in eV/Å.